1.
Density functional theory data (the ωB97M-V functional and the def2-TZVPD basis) for a structure of composition C37H25F3IrN6OS3.

XYZ file:
```
76
Properties=species:S:1:pos:R:3:lowdin_charge:R:1
Ir 0.543 0.702 -0.112 1.378
S 2.403 -1.028 -5.329 1.025
C 2.957 -1.958 -6.659 -0.429
C 3.708 -3.008 -6.244 -0.194
C 3.830 -3.069 -4.825 -0.133
C 3.176 -2.062 -4.175 -0.481
C 3.058 -1.844 -2.731 -0.222
C 2.409 -0.746 -2.226 -0.182
N 2.218 -0.511 -0.917 -0.096
C 2.688 -1.437 -0.003 -0.182
C 3.393 -2.587 -0.438 -0.149
C 3.866 -3.505 0.578 -0.019
C 3.643 -3.285 1.889 -0.024
C 2.916 -2.125 2.336 -0.150
C 2.660 -1.834 3.660 0.015
C 1.935 -0.691 4.020 -0.201
C 1.478 0.124 2.980 -0.069
N 1.709 -0.120 1.702 -0.002
C 2.435 -1.229 1.349 -0.174
C 1.644 -0.343 5.415 -0.483
C 0.890 0.687 5.911 -0.127
C 0.832 0.711 7.333 -0.191
C 1.540 -0.298 7.904 -0.426
S 2.287 -1.279 6.716 1.038
C 3.575 -2.785 -1.790 0.030
H 2.698 -1.670 -7.666 0.061
H 4.160 -3.721 -6.920 0.100
H 4.394 -3.836 -4.312 0.101
H 2.014 0.008 -2.901 0.078
H 4.406 -4.386 0.253 0.112
H 4.007 -3.982 2.636 0.114
H 3.029 -2.508 4.427 0.098
H 0.891 1.005 3.197 0.103
H 0.384 1.412 5.288 0.107
H 0.281 1.450 7.899 0.101
H 1.668 -0.525 8.950 0.062
H 4.103 -3.669 -2.127 0.108
O -1.099 -0.118 1.062 -0.275
N -1.878 -1.113 0.660 -0.195
C -2.705 -1.651 1.589 -0.013
C -3.555 -2.665 1.267 -0.051
C -3.563 -3.146 -0.050 -0.058
C -2.722 -2.586 -0.975 -0.078
C -1.848 -1.541 -0.621 -0.636
S -0.757 -0.810 -1.709 0.743
H -2.624 -1.200 2.567 0.142
H -4.206 -3.070 2.027 0.111
H -4.225 -3.951 -0.336 0.112
H -2.695 -2.924 -2.001 0.109
C 0.027 3.971 -3.483 -0.036
C 0.553 3.018 -2.633 -0.130
N -0.223 2.227 -1.896 -0.065
C -1.543 2.349 -1.981 -0.129
C -2.171 3.275 -2.806 -0.182
C -1.349 4.095 -3.571 -0.007
C -3.642 3.302 -2.978 -0.035
C -4.599 2.933 -2.131 -0.023
C -4.511 2.562 -0.699 -0.284
C -3.627 3.137 0.200 -0.013
C -3.733 2.754 1.526 -0.121
N -4.623 1.856 1.945 0.084
C -5.411 1.353 0.999 -0.209
N -5.418 1.667 -0.291 0.125
H 0.686 4.604 -4.062 0.111
H 1.624 2.886 -2.524 0.120
H -2.126 1.667 -1.378 0.090
H -1.794 4.824 -4.239 0.121
H -3.966 3.592 -3.972 0.113
H -5.612 2.881 -2.514 0.111
H -2.885 3.857 -0.113 0.119
H -3.084 3.181 2.280 0.107
H -6.135 0.609 1.317 0.104
F 0.559 3.803 0.145 0.024
C 0.458 2.678 0.902 -0.632
F -0.769 2.782 1.511 -0.002
F 1.365 2.855 1.895 0.029
```

As for the spin multiplicity: 6. The HOMO energy (spin up / spin down) comes out at -0.181 / -0.275 hartree. The expectation value of S² is 8.796.

2.
Density functional theory data (the ωB97M-V functional and the def2-TZVPD basis) for a structure of composition C37H25F3N4O4PRuS.

XYZ file:
```
76
Properties=species:S:1:pos:R:3:lowdin_charge:R:1
Ru -0.600 -0.155 0.047 1.042
O -0.027 2.248 -3.386 0.109
C 0.199 1.498 -2.463 -0.425
N -0.313 1.535 -1.186 -0.030
C -0.823 2.701 -0.687 -0.470
O -0.936 3.782 -1.221 0.098
C -1.153 2.574 0.786 -0.189
C -1.736 3.630 1.457 0.017
C -1.954 3.522 2.818 -0.033
C -1.540 2.369 3.464 -0.030
C -0.968 1.353 2.725 -0.105
N -0.800 1.428 1.399 -0.014
C 1.222 0.396 -2.608 -0.191
C 1.953 0.225 -3.772 0.011
C 2.942 -0.744 -3.778 -0.053
C 3.167 -1.485 -2.625 -0.052
C 2.373 -1.249 -1.513 -0.138
N 1.409 -0.333 -1.515 0.052
H -1.986 4.509 0.880 0.126
H -2.424 4.325 3.369 0.113
H -1.663 2.239 4.530 0.113
H -0.620 0.453 3.209 0.090
H 1.743 0.861 -4.620 0.120
H 3.544 -0.910 -4.662 0.108
H 3.948 -2.233 -2.584 0.104
H 2.500 -1.787 -0.582 0.106
F -5.059 -0.582 -2.341 0.123
C -4.645 -1.775 -2.773 -0.593
F -5.372 -2.709 -2.113 0.128
F -4.985 -1.879 -4.069 0.145
C -3.177 -2.008 -2.568 -0.115
C -2.589 -3.068 -3.235 0.009
C -1.259 -3.383 -3.012 -0.030
C -0.551 -2.618 -2.106 -0.108
N -1.098 -1.590 -1.466 -0.094
C -2.399 -1.263 -1.677 -0.596
S -2.803 0.082 -0.656 0.776
H -3.181 -3.653 -3.928 0.133
H -0.783 -4.212 -3.514 0.114
H 0.483 -2.833 -1.874 0.109
O 2.067 0.354 2.594 0.081
C 1.414 -0.604 2.231 -0.634
O 1.116 -0.938 1.011 -0.243
C 0.872 -1.601 3.232 -0.149
C 1.623 -1.899 4.364 -0.007
C 1.219 -2.901 5.230 -0.062
C 0.049 -3.605 4.975 -0.067
C -0.724 -3.281 3.873 -0.095
C -0.330 -2.268 2.997 -0.312
P -1.462 -1.836 1.614 1.076
C -1.624 -3.494 0.850 -0.333
C -0.433 -4.200 0.664 -0.100
C -0.435 -5.439 0.045 -0.075
C -1.627 -5.990 -0.408 -0.083
C -2.812 -5.291 -0.237 -0.072
C -2.813 -4.050 0.390 -0.073
C -3.022 -1.479 2.510 -0.326
C -4.254 -1.425 1.852 -0.135
C -5.412 -1.080 2.533 -0.066
C -5.365 -0.757 3.880 -0.077
C -4.147 -0.779 4.541 -0.073
C -2.991 -1.136 3.864 -0.101
H 2.536 -1.341 4.530 0.122
H 1.820 -3.143 6.097 0.106
H -0.267 -4.399 5.639 0.106
H -1.651 -3.815 3.696 0.119
H 0.502 -3.773 1.011 0.112
H 0.496 -5.976 -0.081 0.107
H -1.632 -6.959 -0.890 0.105
H -3.747 -5.710 -0.585 0.109
H -3.755 -3.541 0.525 0.088
H -4.324 -1.619 0.793 0.051
H -6.351 -1.052 1.995 0.110
H -6.270 -0.484 4.407 0.105
H -4.091 -0.523 5.591 0.106
H -2.057 -1.145 4.409 0.099
```

As for the spin multiplicity: 2. The HOMO energy (spin up / spin down) comes out at -0.295 / -0.303 hartree. The value obtained for the relative energy (zero: lowest compared OMol25 entry of this formula, charge and spin) is 0.000 eV. The expectation value of S² is 0.755.

3.
Density functional theory data (the ωB97M-V functional and the def2-TZVPD basis) for a structure of composition C37H27Br2CoF4N3O2P at a distorted geometry.

XYZ file:
```
77
Properties=species:S:1:pos:R:3:lowdin_charge:R:1
Co -0.954 -0.808 -0.271 0.325
Br 6.072 1.493 1.464 0.785
C 4.795 0.446 0.552 -0.674
C 4.959 0.167 -0.794 -0.090
C 3.990 -0.577 -1.447 -0.045
C 2.818 -1.000 -0.821 -0.047
O 0.072 -0.966 -1.812 -0.245
C 2.728 -0.796 0.568 -0.170
C 1.664 -1.257 1.457 -0.067
N 0.460 -1.607 1.190 0.101
C -0.323 -1.986 2.315 -0.192
C 0.151 -2.743 3.354 0.002
C -0.671 -3.054 4.458 -0.046
C -1.959 -2.612 4.514 -0.015
C -2.491 -1.849 3.448 -0.135
C -3.820 -1.366 3.432 0.018
C -4.269 -0.653 2.360 -0.017
C -3.395 -0.424 1.283 -0.075
N -2.152 -0.847 1.272 0.018
C -1.675 -1.553 2.339 -0.147
C 3.711 -0.060 1.238 -0.088
H 5.843 0.504 -1.319 0.111
H 4.124 -0.795 -2.499 0.116
H 1.952 -1.220 2.511 0.129
H 1.164 -3.124 3.322 0.122
H -0.267 -3.655 5.261 0.116
H -2.592 -2.847 5.360 0.122
H -4.469 -1.575 4.273 0.129
H -5.279 -0.273 2.313 0.117
H -3.727 0.111 0.402 0.104
H 3.609 0.136 2.298 0.110
F -4.354 5.492 -1.530 0.159
C -3.435 4.589 -1.231 -0.130
C -2.454 4.872 -0.304 -0.132
F -2.423 6.057 0.288 0.151
C -1.492 3.918 0.001 -0.194
F -0.577 4.287 0.897 0.116
C -1.473 2.666 -0.601 -0.254
P -0.266 1.333 -0.233 1.102
C 0.802 1.275 -1.672 -0.298
C 1.262 2.378 -2.400 -0.084
C 1.878 2.205 -3.617 -0.078
C 1.959 0.914 -4.158 -0.067
C 1.499 -0.173 -3.459 -0.036
C 0.966 -0.044 -2.150 -0.451
C 0.700 1.882 1.200 -0.347
C 0.272 1.512 2.472 -0.095
C 0.990 1.905 3.593 -0.062
C 2.137 2.673 3.445 -0.062
C 2.568 3.043 2.178 -0.074
C 1.857 2.645 1.058 -0.081
C -2.491 2.404 -1.530 -0.555
Br -2.628 0.733 -2.394 0.972
C -3.451 3.345 -1.843 -0.262
F -4.411 3.086 -2.724 0.095
H 1.095 3.381 -2.019 0.112
H 2.246 3.057 -4.172 0.105
H 2.354 0.777 -5.157 0.111
H 1.544 -1.172 -3.879 0.120
H 2.424 -1.945 -1.179 0.137
H -0.625 0.916 2.590 0.095
H 0.651 1.616 4.580 0.110
H 2.696 2.983 4.318 0.112
H 3.466 3.636 2.062 0.105
H 2.212 2.916 0.072 0.107
C -2.202 -2.917 -3.549 -0.011
N -1.292 -3.687 -2.710 -0.151
C -0.495 -4.733 -3.330 -0.022
C -1.168 -3.383 -1.437 -0.281
O -1.855 -2.516 -0.864 -0.071
H -2.406 -3.480 -4.456 0.098
H -1.743 -1.961 -3.805 0.082
H -3.134 -2.739 -3.016 0.095
H -1.126 -5.570 -3.629 0.099
H 0.255 -5.087 -2.626 0.091
H 0.010 -4.338 -4.210 0.099
H -0.412 -3.962 -0.893 0.154
```

As for the spin multiplicity: 2. The HOMO energy (spin up / spin down) comes out at -0.370 / -0.370 hartree. The value obtained for the relative energy (zero: lowest compared OMol25 entry of this formula, charge and spin) is 1.253 eV. The expectation value of S² is 0.759. The charge is +1.